1.
DFT (the ωB97M-V functional and the def2-TZVPD basis) results for a structure of composition C19H21Cl2FeN8O2SbSe4 in a non-equilibrium geometry.

Structure (XYZ):
```
58
Properties=species:S:1:pos:R:3:lowdin_spin:R:1
Fe -0.21 1.45 -0.08 3.662
N 1.50 1.40 3.81 0.001
C 0.24 1.40 4.35 0.004
C -0.62 1.30 3.31 0.006
N 0.08 1.25 2.14 0.024
C 1.35 1.32 2.46 0.005
C 2.36 1.30 1.43 0.003
N 2.01 1.24 0.16 0.026
C 3.16 1.22 -0.57 0.002
C 4.23 1.27 0.27 0.001
N 3.71 1.31 1.54 0.001
H 2.35 1.61 4.30 0.000
H 0.09 1.48 5.41 0.001
H -1.70 1.30 3.32 0.000
H 3.13 1.20 -1.65 0.000
H 5.29 1.29 0.09 0.000
H 4.24 1.41 2.39 0.000
Cl -4.48 0.38 -6.02 0.000
C -3.23 0.54 -4.81 0.002
C -1.89 0.45 -5.21 0.001
C -0.89 0.56 -4.28 0.003
Cl 0.76 0.45 -4.79 0.000
C -1.14 0.77 -2.88 0.005
O -0.17 0.88 -2.08 0.036
C -2.53 0.82 -2.53 0.003
C -2.97 0.95 -1.17 0.009
O -2.30 0.83 -0.14 0.026
C -3.54 0.74 -3.50 0.001
H -1.64 0.29 -6.25 0.000
H -4.05 1.14 -1.06 0.002
H -4.58 0.81 -3.19 0.000
Se 2.81 6.01 1.32 0.742
Sb 0.32 5.71 1.57 0.013
Se -0.20 3.85 0.02 0.099
Se 0.62 4.78 3.80 0.284
Se -0.98 7.65 1.07 0.013
C 1.26 -1.76 0.71 0.001
N 1.27 -3.22 0.83 0.001
C 0.97 -3.79 -0.48 0.000
N -0.32 -3.34 -1.00 0.001
C -0.30 -1.88 -1.08 0.000
N -0.04 -1.25 0.22 0.022
C -1.08 -1.70 1.16 0.000
N -1.12 -3.16 1.30 0.001
C 0.20 -3.61 1.75 0.000
C -1.35 -3.73 -0.03 0.000
H 2.04 -1.45 0.01 0.000
H 1.46 -1.32 1.69 0.000
H 0.97 -4.88 -0.40 0.000
H 1.75 -3.49 -1.18 0.000
H -1.27 -1.53 -1.45 0.000
H 0.46 -1.56 -1.79 0.000
H -2.04 -1.34 0.81 0.000
H -0.88 -1.26 2.14 0.000
H 0.19 -4.70 1.84 0.000
H 0.40 -3.18 2.74 0.000
H -2.32 -3.39 -0.39 0.000
H -1.37 -4.82 0.05 0.000
```

Values from the calculation:
Net charge: -1
⟨S²⟩: 8.772
HOMO (alpha / beta): -4.33 / -4.34 eV
Largest force on an atom: 1.160 eV Å⁻¹
Frontier orbital gap (alpha / beta): 6.21 / 5.74 eV
2S+1: 6

---

2.
DFT (the ωB97M-V functional and the def2-TZVPD basis) results for a cluster of 7 separate species, C31H56FN10O7P in total in a non-equilibrium geometry.

Structure (XYZ):
```
106
Properties=species:S:1:pos:R:3:mulliken_charge:R:1
N 4.67 1.00 4.10 -0.457
C 4.29 0.11 3.49 -0.194
C 4.12 -1.00 2.40 0.784
F 4.16 -2.24 3.07 -0.304
C 2.68 -0.92 1.69 1.110
C 1.58 -1.64 2.49 -0.388
N 0.97 -2.12 3.33 -0.548
C 2.34 0.55 1.23 -1.500
C 1.06 1.20 1.91 0.230
C -0.15 1.02 0.94 -0.105
O -0.72 2.01 0.52 -0.634
N -0.62 -0.27 0.43 0.144
C -1.82 -0.76 1.16 0.565
C -2.20 -2.17 0.90 -0.576
C -3.39 -2.73 1.58 -0.559
C -4.21 -1.94 2.51 -0.590
C -3.83 -0.54 2.74 -0.627
C -2.66 0.05 2.06 -0.405
P 2.90 -1.94 0.08 0.263
N 3.78 -3.23 0.31 -0.739
H 4.94 -1.00 1.64 0.427
H 2.14 0.54 0.11 0.550
H 3.19 1.28 1.35 0.374
H 1.26 2.32 1.94 0.102
H 0.88 0.89 2.97 0.240
H -0.99 -0.04 -0.51 0.316
H -1.59 -2.79 0.18 0.501
H -3.68 -3.80 1.39 0.354
H -5.09 -2.37 3.04 0.351
H -4.45 0.08 3.43 0.378
H -2.45 1.13 2.28 0.436
H 3.47 -1.09 -0.92 0.147
H 1.56 -2.27 -0.31 0.041
H 4.59 -3.17 -0.31 0.244
C -6.56 1.17 -1.89 -0.957
N -5.67 0.37 -1.08 0.208
C -4.80 1.03 -0.12 -0.661
C -5.63 -0.98 -1.19 -0.064
O -4.91 -1.73 -0.55 -0.388
H -5.97 1.87 -2.48 0.345
H -7.24 1.73 -1.23 0.336
H -7.15 0.55 -2.56 0.285
H -3.77 0.80 -0.36 0.223
H -5.02 0.66 0.88 0.135
H -4.96 2.11 -0.15 0.362
H -6.33 -1.37 -1.95 0.243
C 0.83 3.33 6.42 -0.962
N -0.02 3.56 5.27 0.212
C -0.19 4.92 4.78 -1.027
C -0.66 2.56 4.63 -0.015
O -1.39 2.68 3.66 -0.617
H 0.45 3.89 7.27 0.358
H 1.85 3.67 6.19 0.341
H 0.86 2.27 6.67 0.315
H -1.24 5.19 4.82 0.349
H 0.15 4.97 3.74 0.205
H 0.39 5.62 5.39 0.374
H -0.47 1.57 5.08 0.441
C 2.74 8.63 2.06 -0.931
N 2.72 7.46 2.91 0.149
C 2.67 7.64 4.35 -0.696
C 2.74 6.20 2.40 0.112
O 2.73 5.18 3.06 -0.598
H 3.62 9.23 2.29 0.339
H 1.84 9.22 2.24 0.336
H 2.78 8.35 1.01 0.295
H 3.55 7.16 4.80 0.296
H 1.77 7.15 4.74 0.049
H 2.66 8.69 4.60 0.388
H 2.78 6.18 1.30 0.305
C 8.47 -5.06 2.44 -0.915
N 8.09 -4.23 1.32 0.123
C 8.94 -4.19 0.14 -0.939
C 6.96 -3.48 1.32 0.343
O 6.59 -2.76 0.41 -0.691
H 9.44 -4.74 2.81 0.338
H 8.53 -6.10 2.11 0.335
H 7.73 -4.99 3.24 0.309
H 9.28 -3.16 -0.03 0.290
H 8.38 -4.52 -0.73 0.289
H 9.81 -4.84 0.29 0.386
H 6.38 -3.58 2.26 0.140
C -4.16 -3.94 -3.08 -0.834
N -2.99 -3.28 -3.58 0.175
C -2.51 -3.58 -4.92 -1.179
C -2.31 -2.38 -2.82 0.565
O -1.31 -1.78 -3.17 -0.699
H -3.98 -5.02 -3.07 0.352
H -5.01 -3.72 -3.72 0.264
H -4.38 -3.61 -2.06 0.245
H -1.49 -3.96 -4.86 0.315
H -2.51 -2.67 -5.51 0.440
H -3.16 -4.31 -5.40 0.393
H -2.75 -2.23 -1.82 -0.052
C -4.98 -1.74 -9.67 -0.916
N -3.65 -2.01 -9.17 0.122
C -2.52 -1.82 -10.06 -0.949
C -3.42 -2.44 -7.91 0.243
O -2.33 -2.69 -7.43 -0.654
H -5.19 -2.38 -10.53 0.331
H -5.05 -0.69 -9.98 0.340
H -5.73 -1.93 -8.90 0.312
H -1.98 -2.76 -10.17 0.295
H -1.84 -1.08 -9.62 0.295
H -2.85 -1.47 -11.04 0.378
H -4.35 -2.56 -7.32 0.193
```

Values from the calculation:
Net charge: 0
HOMO: -7.97 eV
Largest force on an atom: 3.067 eV Å⁻¹
Frontier orbital gap: 8.56 eV
2S+1: 1

---

3.
DFT (the ωB97M-V functional and the def2-TZVPD basis) results for a structure of composition C36H47Br2N5O4Rb.

Structure (XYZ):
```
95
Properties=species:S:1:pos:R:3:mulliken_charge:R:1
Rb -0.30 0.30 -0.49 1.085
C -0.42 2.23 2.08 -0.613
C -1.76 2.24 1.62 -0.152
C -2.34 0.97 1.98 -0.322
C -1.31 0.23 2.63 -0.072
C -0.14 1.00 2.71 -1.015
C 1.16 0.64 3.39 3.029
C 1.11 -0.79 3.94 -2.189
C 2.33 0.76 2.40 -1.346
C 1.42 1.60 4.56 -2.009
C -3.73 0.36 1.78 2.924
C -3.99 0.03 0.30 -1.646
C -4.86 1.23 2.34 -1.851
C -3.85 -0.97 2.53 -2.394
C -2.33 3.51 0.97 2.738
C -3.15 4.32 1.99 -1.760
C -3.18 3.25 -0.28 -1.615
C -1.19 4.42 0.49 -2.184
H 0.28 3.04 1.98 0.199
H -1.43 -0.76 3.04 0.469
H 0.87 -1.50 3.15 0.278
H 0.34 -0.88 4.71 0.415
H 2.07 -1.06 4.38 0.434
H 2.18 0.09 1.55 -0.157
H 3.29 0.51 2.87 0.519
H 2.40 1.77 1.99 0.283
H 0.61 1.54 5.29 0.381
H 1.48 2.63 4.21 0.307
H 2.36 1.35 5.07 0.473
H -3.87 0.90 -0.35 0.056
H -4.99 -0.38 0.15 0.533
H -3.26 -0.73 -0.01 0.088
H -4.96 2.19 1.85 0.267
H -4.69 1.42 3.40 0.367
H -5.82 0.71 2.24 0.444
H -3.14 -1.71 2.15 0.260
H -4.86 -1.37 2.41 0.462
H -3.65 -0.84 3.60 0.468
H -4.00 3.76 2.38 0.245
H -3.53 5.25 1.54 0.448
H -2.51 4.58 2.84 0.334
H -4.10 2.70 -0.09 0.256
H -2.61 2.68 -1.02 -0.072
H -3.47 4.20 -0.74 0.611
H -0.60 4.80 1.33 0.368
H -1.61 5.28 -0.03 0.499
H -0.51 3.89 -0.19 0.321
N -1.51 1.43 -3.14 -0.336
C -0.45 1.39 -4.16 -0.568
C -0.15 -0.03 -4.60 -0.668
N 0.57 -0.76 -3.55 -0.065
H -2.42 1.27 -3.57 0.175
H -1.55 2.37 -2.75 0.202
H 0.45 1.82 -3.74 0.213
H -0.71 1.97 -5.06 0.410
H 0.42 0.02 -5.54 0.466
H -1.08 -0.56 -4.81 0.255
H 1.50 -0.35 -3.50 -0.031
H 0.70 -1.73 -3.83 0.200
Br 2.24 -7.01 0.85 -0.195
C 1.71 -5.23 0.49 -0.291
C 2.28 -4.18 1.19 -1.076
C 1.83 -2.91 0.88 -0.399
N 0.91 -2.64 -0.04 0.583
C 0.38 -3.67 -0.70 0.013
C 0.75 -4.99 -0.46 -0.678
C -0.65 -3.35 -1.73 0.657
C -0.65 -4.04 -2.94 -1.077
C -1.61 -3.70 -3.88 0.079
Br -1.64 -4.57 -5.55 -0.174
C -2.52 -2.70 -3.60 -0.962
C -2.43 -2.08 -2.36 0.254
N -1.53 -2.39 -1.44 -0.021
H 3.04 -4.34 1.94 0.515
H 2.25 -2.06 1.41 0.828
H 0.28 -5.80 -1.00 0.619
H 0.09 -4.80 -3.15 0.581
H -3.27 -2.40 -4.32 0.437
H -3.13 -1.29 -2.10 0.198
O 2.86 1.44 -3.68 -0.732
C 2.80 1.33 -2.44 -0.489
O 1.89 1.70 -1.66 -0.779
C 3.96 0.58 -1.80 0.079
C 5.27 0.84 -2.19 -0.355
C 6.33 0.16 -1.61 -0.640
C 6.06 -0.81 -0.67 -0.114
C 4.77 -1.11 -0.28 -0.336
C 3.72 -0.40 -0.84 0.700
N 7.17 -1.55 -0.06 1.009
O 8.31 -1.27 -0.41 -0.644
O 6.91 -2.44 0.72 -0.624
H 5.44 1.58 -2.96 0.462
H 7.36 0.37 -1.89 0.483
H 4.60 -1.88 0.46 0.501
H 2.70 -0.60 -0.55 0.165
```

Values from the calculation:
Net charge: -1
HOMO: -3.72 eV
Largest force on an atom: 0.470 eV Å⁻¹
Frontier orbital gap: 5.37 eV
2S+1: 1

---

4.
DFT (the ωB97M-V functional and the def2-TZVPD basis) results for a structure of composition C17H19N4O4Pd in a non-equilibrium geometry.

Structure (XYZ):
```
45
Properties=species:S:1:pos:R:3:lowdin_spin:R:1
Pd -0.28 0.29 0.25 1.060
N -1.66 -1.48 -0.41 0.089
C -1.22 -1.80 -1.78 0.004
C 0.30 -1.79 -1.83 0.011
O 0.89 -2.68 -2.45 0.010
N 0.84 -0.76 -1.16 0.126
C 2.21 -0.92 -0.73 0.018
C 1.08 -1.28 1.54 0.007
O 0.66 -2.40 1.25 0.012
O 0.66 -0.46 2.41 0.010
H -1.21 -2.10 0.26 0.000
H -2.66 -1.55 -0.31 0.003
H -1.61 -1.04 -2.45 0.000
H -1.55 -2.78 -2.13 0.003
H 2.80 1.12 -0.87 0.001
H 2.59 -1.90 -1.03 0.003
N 7.38 0.26 -1.16 0.000
C 6.68 0.01 -0.01 0.000
O 7.27 -0.22 1.03 0.000
C 5.18 0.08 -0.10 0.001
C 4.48 0.23 1.17 0.002
C 3.22 -0.15 1.47 0.000
N 2.24 -0.78 0.75 0.011
C 3.07 0.19 -1.36 0.002
C 4.54 0.00 -1.27 0.001
H 8.37 0.05 -1.14 0.000
H 6.92 0.38 -2.04 0.000
H 5.06 0.60 2.00 0.000
H 2.89 0.01 2.49 0.000
H 2.74 0.25 -2.40 0.000
H 5.08 -0.25 -2.18 0.000
C -1.63 1.98 0.00 0.276
C -0.39 2.65 -0.27 0.027
C 0.06 2.86 -1.60 0.086
C 1.27 3.47 -1.85 -0.006
C 2.09 3.89 -0.80 0.101
C 1.68 3.69 0.50 -0.008
C 0.46 3.09 0.77 0.099
H -2.33 1.85 -0.82 0.016
H -2.07 2.10 0.98 0.029
H -0.56 2.51 -2.41 0.003
H 1.59 3.61 -2.88 -0.003
H 3.05 4.36 -1.01 0.007
H 2.32 3.99 1.33 -0.003
H 0.14 2.93 1.80 0.003
```

Values from the calculation:
Net charge: -1
⟨S²⟩: 2.026
HOMO (alpha / beta): -4.05 / -4.35 eV
Largest force on an atom: 1.070 eV Å⁻¹
Frontier orbital gap (alpha / beta): 7.04 / 6.34 eV
2S+1: 3

---

- Which value of net charge does entry 4 give?
  -1

---

- What is the largest force on an atom in the second record?
  3.067 eV Å⁻¹

---

- Which of these has the highest 2S+1?
  C19H21Cl2FeN8O2SbSe4

---

- Which formula does entry 3 have?
  C36H47Br2N5O4Rb